No. 1
C42H38O4P | ωB97M-V/def2-TZVPD

Atoms and positions in Å:
C1 4.653 5.050 -1.855
O1 4.772 3.656 -2.187
C2 3.623 2.936 -2.283
C3 3.769 1.562 -2.569
C4 2.816 0.690 -2.097
C5 1.653 1.154 -1.456
C6 0.712 0.130 -0.769
C7 -0.729 0.640 -0.754
C8 -1.588 0.165 -1.754
C9 -2.947 0.454 -1.742
C10 -3.401 1.418 -0.842
O2 -4.786 1.570 -0.685
C11 -5.434 2.495 -1.498
C12 -6.589 2.049 -2.147
C13 -7.198 2.897 -3.068
C14 -6.701 4.185 -3.281
C15 -5.581 4.627 -2.571
C16 -4.920 3.779 -1.679
C17 -2.530 2.088 0.020
C18 -1.222 1.601 0.140
C19 1.406 2.527 -1.445
C20 2.375 3.433 -1.873
H1 5.686 5.394 -1.822
H2 4.095 5.593 -2.631
H3 4.166 5.197 -0.879
H4 4.697 1.214 -3.024
H5 2.974 -0.385 -2.228
H6 0.741 -0.775 -1.395
H7 -1.209 -0.518 -2.520
H8 -3.646 -0.085 -2.391
H9 -6.951 1.042 -1.939
H10 -8.079 2.545 -3.606
H11 -7.192 4.852 -3.991
H12 -5.212 5.643 -2.696
H13 -4.033 4.094 -1.128
H14 -2.905 2.930 0.613
H15 -0.614 2.007 0.947
H16 0.468 2.938 -1.075
H17 2.213 4.508 -1.768
C21 5.817 0.967 0.536
C22 4.929 -0.237 0.425
O3 3.570 0.195 0.727
C23 2.688 -0.755 0.386
C24 1.236 -0.341 0.569
P1 0.431 -1.854 1.281
C25 0.215 -3.167 0.046
C26 0.818 -4.435 0.182
C27 0.596 -5.439 -0.765
C28 -0.159 -5.176 -1.912
C29 -0.748 -3.918 -2.069
C30 -0.599 -2.946 -1.077
C31 1.193 -2.695 2.695
C32 0.333 -3.633 3.301
C33 0.763 -4.419 4.364
C34 2.070 -4.279 4.843
C35 2.930 -3.345 4.256
C36 2.503 -2.548 3.182
C37 -1.122 -1.225 1.972
C38 -2.380 -1.492 1.416
C39 -3.509 -0.856 1.932
C40 -3.422 -0.076 3.085
C41 -2.185 0.098 3.710
C42 -1.037 -0.456 3.149
O4 3.031 -1.840 -0.072
H18 6.852 0.626 0.417
H19 5.602 1.687 -0.263
H20 5.712 1.471 1.506
H21 4.966 -0.672 -0.583
H22 5.187 -1.008 1.166
H23 1.176 0.463 1.325
H24 1.457 -4.637 1.043
H25 1.030 -6.425 -0.607
H26 -0.300 -5.949 -2.669
H27 -1.335 -3.686 -2.961
H28 -1.140 -2.007 -1.176
H29 -0.686 -3.742 2.922
H30 0.064 -5.132 4.801
H31 2.400 -4.904 5.673
H32 3.947 -3.237 4.638
H33 3.193 -1.823 2.742
H34 -2.479 -2.204 0.595
H35 -4.465 -0.981 1.422
H36 -4.320 0.385 3.499
H37 -2.111 0.671 4.635
H38 -0.067 -0.323 3.639

Summary:
lowest unoccupied orbital energy: -2.38 eV
Kohn-Sham gap: 8.16 eV
net charge: +1
multiplicity: 1

No. 2
C42H39BrN3O8V | ωB97M-V/def2-TZVPD

Atoms and positions in Å:
V1 1.336 0.080 0.246
C1 -0.888 -0.989 4.071
O1 -0.181 0.267 4.170
C2 0.493 0.393 3.015
N1 0.285 -0.492 2.099
C3 -0.772 -1.389 2.583
C4 -0.524 -2.870 2.407
C5 0.661 -3.370 1.892
C6 0.833 -4.739 1.720
C7 -0.175 -5.617 2.090
C8 -1.360 -5.123 2.624
C9 -1.535 -3.756 2.775
C10 1.379 1.502 2.782
C11 1.720 2.490 3.683
C12 2.592 3.499 3.286
C13 3.108 3.478 1.976
C14 2.730 2.475 1.131
N2 1.859 1.489 1.501
C15 3.157 2.286 -0.241
N3 2.689 1.313 -0.928
C16 3.299 1.379 -2.269
C17 4.426 2.395 -2.045
O2 4.040 3.098 -0.837
C18 3.675 -0.006 -2.748
C19 4.970 -0.503 -2.752
C20 5.212 -1.835 -3.072
C21 4.161 -2.680 -3.384
C22 2.863 -2.185 -3.400
C23 2.627 -0.858 -3.093
H1 -1.910 -0.831 4.407
H2 -0.392 -1.715 4.716
H3 -1.690 -1.134 2.040
H4 1.443 -2.693 1.582
H5 1.751 -5.097 1.271
H6 -0.044 -6.683 1.954
H7 -2.154 -5.803 2.909
H8 -2.475 -3.375 3.164
H9 1.308 2.457 4.682
H10 2.880 4.279 3.975
H11 3.806 4.227 1.627
H12 2.549 1.792 -2.952
H13 4.533 3.122 -2.845
H14 5.383 1.918 -1.840
H15 5.809 0.118 -2.466
H16 6.223 -2.219 -3.031
H17 4.343 -3.730 -3.568
H18 2.031 -2.846 -3.606
H19 1.608 -0.483 -3.069
O3 6.346 -4.091 0.087
C24 5.547 -3.212 0.326
C25 5.849 -1.908 1.044
O4 6.919 -1.585 1.513
C26 4.588 -1.105 1.018
C27 3.611 -1.897 0.338
O5 2.412 -1.447 0.062
C28 4.095 -3.186 -0.064
O6 3.472 -4.100 -0.606
O7 4.422 0.046 1.445
C29 -6.616 1.257 -1.433
C30 -5.762 -0.009 -1.503
C31 -6.291 -1.003 -0.460
C32 -5.923 -0.618 -2.903
C33 -4.286 0.276 -1.234
C34 -3.361 -0.765 -1.275
C35 -2.033 -0.510 -1.029
Br1 -0.788 -1.941 -1.074
C36 -1.514 0.768 -0.730
O8 -0.232 0.933 -0.530
C37 -2.449 1.824 -0.670
C38 -3.792 1.538 -0.931
C39 -2.105 3.289 -0.335
C40 -2.936 3.731 0.881
C41 -2.468 4.170 -1.541
C42 -0.638 3.574 0.011
H20 -7.658 1.004 -1.640
H21 -6.297 1.997 -2.171
H22 -6.573 1.716 -0.444
H23 -7.344 -1.230 -0.646
H24 -6.200 -0.586 0.545
H25 -5.734 -1.941 -0.484
H26 -6.977 -0.827 -3.110
H27 -5.370 -1.553 -2.998
H28 -5.551 0.070 -3.665
H29 -3.666 -1.780 -1.495
H30 -4.490 2.363 -0.890
H31 -4.009 3.661 0.698
H32 -2.704 4.770 1.133
H33 -2.699 3.109 1.747
H34 -3.523 4.083 -1.807
H35 -1.876 3.881 -2.412
H36 -2.260 5.219 -1.316
H37 -0.311 3.013 0.885
H38 -0.543 4.641 0.234
H39 0.033 3.328 -0.808

Summary:
lowest unoccupied orbital energy (alpha / beta): 2.08 / 1.93 eV
Kohn-Sham gap (alpha / beta): 5.83 / 6.08 eV
net charge: -1
multiplicity: 4

How do the records compare in molar mass? In the order shown, they have 637.736 844.635 Da.
How do the records compare in relative energy (zero: lowest compared OMol25 entry of this formula, charge and spin)? In the order shown, they have 0.0 68.2 kJ/mol.